Record 1
DFT (wB97M-V/def2-TZVPD) results for 8 unconnected molecules or ions with the total composition C22H44Br16N2O3 in a non-equilibrium geometry.

- HOMO level: -9.44 eV
- Lowest unoccupied orbital energy: 0.110 eV
- Frontier orbital gap: 9.553 eV

Geometry as ORCA input:
```
! wB97M-V def2-TZVPD RIJCOSX def2/J DEFGRID3
* xyz 0 1
Br -8.5790 -1.7571 -0.1338
Br 2.9038 1.1645 2.2401
Br 1.4581 -2.5645 -0.7649
Br 7.9875 1.6775 1.2835
Br 2.9070 4.4832 3.8513
Br 6.8130 -5.1607 0.5318
Br 2.9363 1.2293 -7.0653
Br 4.3235 -1.0070 0.9504
Br -6.3862 1.3656 -2.6518
Br -11.7354 -2.8209 -1.7193
Br 4.4878 -0.1810 -4.0322
Br -3.0785 -0.2560 -2.4704
Br -5.2391 3.7103 2.8794
Br 6.4485 3.0761 -1.7544
Br -8.4144 2.6670 1.2868
Br 3.9121 -6.6375 -1.1858
O -3.0096 -1.8844 1.4082
O -1.3391 -0.7741 0.3365
O -2.9089 0.3798 1.2784
N -1.8568 2.3076 0.8610
N 0.6749 0.5519 0.8380
C 3.3268 -2.4600 -1.3070
C -5.9322 -0.5259 -2.5646
C 6.7061 -6.7659 -0.5618
C -3.1618 0.3724 4.9226
C -1.7097 1.0975 1.6556
C -0.6126 0.0844 1.2498
C 5.7797 -6.5658 -1.7322
C -2.5101 -0.9237 1.0544
C -8.9311 -3.2509 -1.3323
C 4.2509 -2.6323 -0.1320
C -6.5931 2.6228 0.5936
C -1.6440 1.5017 3.1281
C -9.9160 -2.8740 -2.4075
C 4.3515 3.5298 2.9605
C -4.7664 -0.7621 -1.6468
C 8.3545 3.3529 0.3607
C -5.6022 2.2345 1.6598
C 3.8538 2.7903 1.7467
C 4.8522 1.4949 -4.9549
C 3.5852 2.1272 -5.4653
C -1.8000 0.3242 4.1374
C 7.0891 3.9833 -0.1555
H 5.2720 -2.8006 -0.4681
H -6.8255 -1.0148 -2.1783
H -9.7156 -1.9009 -2.8466
H -3.6369 -0.6131 4.8451
H -0.6729 1.9943 3.3062
H 3.7691 3.1557 -5.7703
H 5.3238 2.1326 -4.2091
H 5.5676 1.2734 -5.7410
H -1.0096 0.4392 4.8902
H 9.0709 3.1310 -0.4242
H 6.2788 3.9630 0.5660
H -5.9384 1.3995 2.2681
H 2.7773 2.1053 -4.7399
H -5.7553 -0.8545 -3.5847
H 5.9253 -5.6119 -2.2304
H 5.8966 -7.3716 -2.4546
H -1.9532 2.0551 -0.1187
H 0.9931 1.2999 1.4922
H 7.2705 5.0115 -0.4632
H -1.7414 -0.6685 3.6829
H -9.9310 -3.6282 -3.1924
H -7.9651 -3.4987 -1.7702
H -6.6130 1.8763 -0.2003
H 3.9546 -3.4408 0.5295
H -4.8427 -0.2015 -0.7184
H -2.9911 0.5471 5.9919
H 4.6893 2.4509 1.1328
H -9.2673 -4.0785 -0.7152
H -3.8075 1.1633 4.5250
H 4.8044 2.8763 3.6999
H -4.6377 1.9922 1.2161
H -4.6628 -1.8220 -1.4197
H 5.0665 4.2998 2.6742
H -0.4415 -0.6183 2.0925
H -6.3962 3.6002 0.1624
H -1.0749 2.9375 1.0040
H 8.8237 3.9925 1.1063
H 3.4549 -1.5085 -1.8159
H 6.3996 -7.5754 0.0937
H -2.4132 2.2394 3.3881
H 7.7224 -6.9470 -0.9069
H 1.3210 -0.2132 1.0096
H 3.1749 3.3790 1.1355
H 3.4604 -3.2722 -2.0203
*
```

Record 2
DFT (wB97M-V/def2-TZVPD) results for 11 unconnected molecules or ions with the total composition C22H44Br22 in a non-equilibrium geometry.

- HOMO level (alpha / beta): -1.11 / -6.54 eV
- Lowest unoccupied orbital energy (alpha / beta): 1.673 / 1.681 eV
- ⟨S²⟩: 0.755
- ΔE to the lowest compared entry with this formula, charge and spin: 0.0 kcal/mol
- Frontier orbital gap (alpha / beta): 2.786 / 8.220 eV

Geometry as ORCA input:
```
! wB97M-V def2-TZVPD RIJCOSX def2/J DEFGRID3
* xyz -1 2
Br 12.7574 12.3189 2.9388
Br 12.5997 5.9098 12.3417
Br 8.2098 5.1012 12.1389
Br 14.1231 13.4949 7.2011
Br 14.4166 7.7113 8.6933
Br 14.1515 10.9851 10.0384
Br 15.7803 7.4420 12.9155
Br 10.7098 10.9836 7.3757
Br 5.5479 3.7151 9.6037
Br 8.8932 8.8635 9.8311
Br 11.8214 5.1410 8.2981
Br 16.6676 11.8106 12.7993
Br 10.8135 14.8046 7.9799
Br 6.7530 13.7439 10.6593
Br 8.3403 11.2021 3.1482
Br 9.4799 7.5412 3.4971
Br 10.2062 11.8476 16.0387
Br 16.2296 9.9996 5.1263
Br 10.4349 12.8231 11.4907
Br 6.6246 8.3611 7.3064
Br 5.9404 12.1951 7.6845
Br 6.6703 15.1252 5.6838
C 11.4782 9.3912 8.3094
C 10.2108 11.1520 3.4451
C 9.7277 12.4639 14.2369
C 10.8762 12.1404 13.2564
C 10.7992 12.5183 3.0116
C 8.7758 7.9629 5.2869
C 15.3069 12.6647 10.3126
C 10.9080 9.2794 9.7459
C 9.2766 14.3813 6.8193
C 14.4370 11.6360 6.6491
C 7.3295 11.9130 10.3060
C 13.6580 5.2873 7.4821
C 14.1322 8.4054 12.4581
C 6.9451 5.9665 10.7917
C 7.2646 8.2551 5.3585
C 12.8592 7.7582 13.0041
C 14.7706 5.8122 8.3997
C 15.2389 12.8531 11.7970
C 6.8340 5.1690 9.4422
C 8.0996 15.3947 7.0463
C 6.2181 11.2464 9.4447
C 15.5684 11.7799 5.6204
H 11.3363 8.3831 10.1947
H 13.5050 11.2919 6.2006
H 9.6271 14.4748 5.7914
H 16.3138 12.4954 9.9310
H 9.0921 7.1164 5.8964
H 7.4002 11.3499 11.2366
H 14.1681 9.4234 12.8461
H 7.8348 4.8510 9.1497
H 7.3031 6.9679 10.5524
H 14.2298 12.7816 12.2030
H 14.7010 10.9965 7.4913
H 8.5006 16.3979 7.1906
H 12.5672 9.4095 8.2671
H 9.4743 13.5232 14.1967
H 15.7684 5.6957 7.9768
H 14.0123 4.2975 7.1940
H 15.5239 13.8698 12.0675
H 10.5799 13.3135 3.7241
H 6.4648 5.8603 8.6847
H 10.4613 12.7422 1.9997
H 10.6751 10.2153 3.1367
H 8.3215 11.9729 9.8583
H 14.2180 8.4795 11.3741
H 16.3232 12.3666 6.1440
H 6.3087 10.1731 9.2776
H 10.5023 11.1222 4.4950
H 9.4072 8.7262 5.7416
H 8.7761 11.9525 14.0920
H 5.3168 11.3399 10.0505
H 14.8524 5.2968 9.3566
H 11.8579 12.5247 13.5330
H 7.6431 15.0389 7.9700
H 15.3551 12.4059 4.7539
H 14.8296 13.5160 9.8272
H 7.0363 9.1481 4.7766
H 11.2057 8.5911 7.6211
H 12.9361 7.6968 14.0896
H 11.9479 8.2571 12.6744
H 8.9575 13.3556 7.0044
H 5.9499 6.0194 11.2330
H 11.0185 11.0657 13.1431
H 13.6499 5.8950 6.5773
H 6.6504 7.3974 5.0844
H 11.1995 10.1556 10.3250
*
```

What did the first record say?
DFT (wB97M-V/def2-TZVPD) results for 8 unconnected molecules or ions with the total composition C22H44Br16N2O3 in a non-equilibrium geometry.

- HOMO level: -9.44 eV
- Lowest unoccupied orbital energy: 0.110 eV
- Frontier orbital gap: 9.553 eV

Geometry as ORCA input:
```
! wB97M-V def2-TZVPD RIJCOSX def2/J DEFGRID3
* xyz 0 1
Br -8.5790 -1.7571 -0.1338
Br 2.9038 1.1645 2.2401
Br 1.4581 -2.5645 -0.7649
Br 7.9875 1.6775 1.2835
Br 2.9070 4.4832 3.8513
Br 6.8130 -5.1607 0.5318
Br 2.9363 1.2293 -7.0653
Br 4.3235 -1.0070 0.9504
Br -6.3862 1.3656 -2.6518
Br -11.7354 -2.8209 -1.7193
Br 4.4878 -0.1810 -4.0322
Br -3.0785 -0.2560 -2.4704
Br -5.2391 3.7103 2.8794
Br 6.4485 3.0761 -1.7544
Br -8.4144 2.6670 1.2868
Br 3.9121 -6.6375 -1.1858
O -3.0096 -1.8844 1.4082
O -1.3391 -0.7741 0.3365
O -2.9089 0.3798 1.2784
N -1.8568 2.3076 0.8610
N 0.6749 0.5519 0.8380
C 3.3268 -2.4600 -1.3070
C -5.9322 -0.5259 -2.5646
C 6.7061 -6.7659 -0.5618
C -3.1618 0.3724 4.9226
C -1.7097 1.0975 1.6556
C -0.6126 0.0844 1.2498
C 5.7797 -6.5658 -1.7322
C -2.5101 -0.9237 1.0544
C -8.9311 -3.2509 -1.3323
C 4.2509 -2.6323 -0.1320
C -6.5931 2.6228 0.5936
C -1.6440 1.5017 3.1281
C -9.9160 -2.8740 -2.4075
C 4.3515 3.5298 2.9605
C -4.7664 -0.7621 -1.6468
C 8.3545 3.3529 0.3607
C -5.6022 2.2345 1.6598
C 3.8538 2.7903 1.7467
C 4.8522 1.4949 -4.9549
C 3.5852 2.1272 -5.4653
C -1.8000 0.3242 4.1374
C 7.0891 3.9833 -0.1555
H 5.2720 -2.8006 -0.4681
H -6.8255 -1.0148 -2.1783
H -9.7156 -1.9009 -2.8466
H -3.6369 -0.6131 4.8451
H -0.6729 1.9943 3.3062
H 3.7691 3.1557 -5.7703
H 5.3238 2.1326 -4.2091
H 5.5676 1.2734 -5.7410
H -1.0096 0.4392 4.8902
H 9.0709 3.1310 -0.4242
H 6.2788 3.9630 0.5660
H -5.9384 1.3995 2.2681
H 2.7773 2.1053 -4.7399
H -5.7553 -0.8545 -3.5847
H 5.9253 -5.6119 -2.2304
H 5.8966 -7.3716 -2.4546
H -1.9532 2.0551 -0.1187
H 0.9931 1.2999 1.4922
H 7.2705 5.0115 -0.4632
H -1.7414 -0.6685 3.6829
H -9.9310 -3.6282 -3.1924
H -7.9651 -3.4987 -1.7702
H -6.6130 1.8763 -0.2003
H 3.9546 -3.4408 0.5295
H -4.8427 -0.2015 -0.7184
H -2.9911 0.5471 5.9919
H 4.6893 2.4509 1.1328
H -9.2673 -4.0785 -0.7152
H -3.8075 1.1633 4.5250
H 4.8044 2.8763 3.6999
H -4.6377 1.9922 1.2161
H -4.6628 -1.8220 -1.4197
H 5.0665 4.2998 2.6742
H -0.4415 -0.6183 2.0925
H -6.3962 3.6002 0.1624
H -1.0749 2.9375 1.0040
H 8.8237 3.9925 1.1063
H 3.4549 -1.5085 -1.8159
H 6.3996 -7.5754 0.0937
H -2.4132 2.2394 3.3881
H 7.7224 -6.9470 -0.9069
H 1.3210 -0.2132 1.0096
H 3.1749 3.3790 1.1355
H 3.4604 -3.2722 -2.0203
*
```